[1]
DFT (ωB97M-V/def2-TZVPD) results for 2 unconnected molecules or ions with the total composition C4H9N at a distorted geometry.

The geometry in XYZ format:
```
14
Properties=species:S:1:pos:R:3:lowdin_spin:R:1
C 1.583 -0.616 -2.054 0.00
N 2.462 0.332 -1.921 0.01
H 1.816 -1.698 -2.345 0.00
H 0.547 -0.527 -1.707 0.00
H 2.118 1.139 -1.404 0.00
C -0.241 0.743 1.767 0.06
C -1.008 -0.488 1.135 0.37
C -1.740 -0.250 0.039 0.44
H -0.991 1.415 2.196 0.02
H 0.367 1.315 0.967 0.01
H 0.352 0.383 2.583 0.01
H -1.431 -1.370 1.717 0.03
H -2.748 -0.615 -0.241 0.03
H -1.085 0.236 -0.733 0.03
```

Output
E_HOMO (spin up / spin down) = -13.51 / -13.45 eV
LUMO energy (spin up / spin down) = -6.13 / -9.20 eV
Total charge = +1
Energy = -212.10090 a.u.
Spin multiplicity = 2
F_max = 4.02 eV/A
ΔE to the lowest compared entry with this formula, charge and spin = 112.5 kcal per mole
Frontier orbital gap (spin up / spin down) = 0.2709 / 0.1563 Ha

[2]
DFT (ωB97M-V/def2-TZVPD) results for a molecular structure, C4H9N2 at a distorted geometry.

The geometry in XYZ format:
```
15
Properties=species:S:1:pos:R:3:lowdin_charge:R:1
C -0.903 1.327 -0.904 0.10
C -1.469 0.116 -0.078 -0.12
C 0.759 -1.203 -0.279 -0.10
C 0.823 0.462 0.852 -0.06
N 1.771 -0.348 0.255 0.04
N -0.271 -0.532 0.560 -0.05
H -0.548 1.180 -1.818 0.00
H -0.906 2.378 -0.463 0.10
H -2.045 0.542 0.636 0.08
H -2.109 -0.535 -0.637 0.12
H 0.624 -1.060 -1.290 0.12
H 0.670 -2.279 0.069 0.17
H 1.128 1.199 1.614 0.15
H 2.807 -0.154 -0.001 0.21
H -0.330 -1.091 1.485 0.23
```

Output
E_HOMO (spin up / spin down) = -12.97 / -11.91 eV
LUMO energy (spin up / spin down) = -3.62 / -4.25 eV
Total charge = +1
Energy = -266.86027 a.u.
F_max = 5.63 eV/A
ΔE to the lowest compared entry with this formula, charge and spin = 150.0 kcal per mole
Frontier orbital gap (spin up / spin down) = 0.3434 / 0.2816 Ha

[3]
DFT (ωB97M-V/def2-TZVPD) results for a molecular structure, C4H9N2 at a distorted geometry.

The geometry in XYZ format:
```
15
Properties=species:S:1:pos:R:3:lowdin_charge:R:1
C 1.321 -0.876 -0.211 -0.12
C 2.204 0.439 0.067 -0.18
C -1.341 -0.500 0.246 0.00
C 0.213 0.026 0.153 -0.24
N 1.003 1.036 0.480 0.07
N -2.195 0.708 -0.226 0.17
H 1.463 -1.545 -1.088 0.13
H 1.555 -1.454 0.597 0.08
H 2.999 0.239 0.837 0.14
H 2.687 0.889 -0.862 0.14
H -1.666 -0.532 1.283 0.13
H -1.256 -1.396 -0.461 0.16
H -2.244 0.842 -1.270 0.20
H -1.599 1.424 0.175 0.13
H -3.143 0.701 0.280 0.20
```

Output
E_HOMO = -13.64 eV
LUMO energy = -4.16 eV
Total charge = +1
Energy = -266.95431 a.u.
F_max = 5.23 eV/A
ΔE to the lowest compared entry with this formula, charge and spin = 91.0 kcal per mole
Frontier orbital gap = 0.3485 Ha

[4]
DFT (ωB97M-V/def2-TZVPD) results for 2 unconnected molecules or ions with the total composition C4H9N2 at a distorted geometry.

The geometry in XYZ format:
```
15
Properties=species:S:1:pos:R:3:lowdin_charge:R:1
C -2.502 1.026 -0.469 0.39
C -1.778 0.140 0.127 -0.16
C 1.442 0.217 0.114 -0.22
C -1.679 -1.396 0.076 -0.02
N 1.964 1.312 0.764 0.03
N 2.203 -0.535 -0.743 0.05
H -2.935 1.991 -0.905 0.14
H -0.988 0.369 0.807 0.10
H -0.603 -1.697 0.479 0.13
H -2.380 -1.741 0.743 0.06
H -1.936 -1.726 -0.922 0.09
H 1.347 1.994 1.182 0.07
H 2.938 1.709 0.659 0.12
H 1.667 -1.246 -1.248 0.09
H 3.238 -0.417 -0.665 0.12
```

Output
E_HOMO (spin up / spin down) = -12.36 / -12.36 eV
LUMO energy (spin up / spin down) = -6.86 / -6.86 eV
Total charge = +1
Energy = -266.86061 a.u.
F_max = 3.74 eV/A
ΔE to the lowest compared entry with this formula, charge and spin = 149.8 kcal per mole
Frontier orbital gap (spin up / spin down) = 0.2021 / 0.2020 Ha